Entry 1:
Molecular formula: C4H4F2N3O2S
Method: DFT, ωB97M-V/def2-TZVPD

```
16
Properties=species:S:1:pos:R:3:forces:R:3:lowdin_charge:R:1
C 0.346894 -0.260046 -0.318107 0.454 -0.621 -0.867 -0.330
C 0.906051 -1.577928 -0.417355 -0.959 1.558 -1.192 -0.227
C 0.380160 0.746387 0.756628 -1.882 -0.316 2.811 -0.065
C 1.420874 -2.235823 0.749127 -0.836 -3.365 0.371 -0.535
N -0.342692 -0.001433 -1.414784 0.468 -0.331 -1.143 0.081
N 0.500612 -2.082990 -1.589313 1.095 -0.183 0.249 0.101
N -0.116603 -1.078424 -2.229984 -0.630 -0.620 1.153 -0.092
O -0.975967 -1.924133 2.010086 -0.296 0.256 0.319 -0.561
O -1.112100 -3.869469 0.535170 0.817 0.353 0.075 -0.539
F 2.062762 -1.497030 1.666048 -0.214 1.118 0.285 0.050
F 2.290995 -3.289452 0.561543 -0.076 -0.061 -0.762 -0.008
S -0.344843 -3.195147 1.607784 0.446 0.403 -0.176 0.714
H 1.237919 0.851795 1.524763 -1.025 -0.077 -2.082 0.104
H -0.058755 1.628493 0.288603 0.749 0.544 0.402 0.059
H -0.478757 0.401404 1.453780 1.253 0.435 -0.808 0.091
H -0.717299 -1.375341 -3.031457 0.637 0.907 1.364 0.156
```
Forces are in eV/Å.

- 2S+1: 1
- Total charge: -1
- ΔE to the lowest compared entry with this formula, charge and spin: 0.00 kJ/mol
- HOMO: -3.46 eV
- Orbital gap: 7.4 eV
- E_LUMO: 3.944 eV

=====

Entry 2:
Molecular formula: C4H12N3
Method: DFT, ωB97M-V/def2-TZVPD

```
19
Properties=species:S:1:pos:R:3:forces:R:3:lowdin_charge:R:1
C 0.132915 0.960215 -0.607603 -0.573 -0.289 -1.694 0.107
C -2.490577 -0.026791 -0.141358 -0.357 -1.688 -0.063 -0.258
C 3.247165 -0.484804 0.710733 1.423 0.840 2.859 -0.102
C 2.192334 -0.254186 -0.363724 2.451 0.293 1.206 -0.203
N 1.210490 0.723005 0.088236 -3.765 -1.305 -3.366 0.039
N -2.925001 -1.273290 -0.416683 -1.875 1.004 0.800 0.053
N -3.440558 0.674983 0.446129 1.121 3.320 0.995 0.038
H -0.049395 0.555737 -1.668932 0.650 0.192 1.990 0.143
H -0.674852 1.643408 -0.315130 0.981 -0.077 0.256 0.075
H 2.961044 -1.086928 1.656440 -0.021 1.134 -1.598 0.110
H 4.187309 -0.951547 0.399115 -0.590 -0.363 -0.731 0.077
H 3.722994 0.524819 1.051726 -1.302 -1.439 -0.304 0.111
H 2.745440 0.338949 -1.070338 0.110 -0.496 -1.181 0.125
H 1.826615 -1.221543 -0.716872 -0.626 0.661 -0.145 0.141
H -2.412175 -1.877043 -0.970825 1.208 -1.142 -1.034 0.050
H -3.914823 -1.585875 -0.260304 1.264 0.506 -0.118 0.127
H -3.130491 1.637203 0.795953 -1.317 -2.087 -0.731 0.128
H -4.422144 0.417887 0.515721 0.209 0.040 0.158 0.106
H 1.233709 1.285800 0.867716 1.008 0.897 2.701 0.134
```
Forces are in eV/Å.

- 2S+1: 1
- Total charge: +1
- ΔE to the lowest compared entry with this formula, charge and spin: 350.10 kJ/mol
- HOMO: -12.65 eV
- Orbital gap: 8.5 eV
- E_LUMO: -4.124 eV

=====

Entry 3:
Molecular formula: C8H16
Method: DFT, ωB97M-V/def2-TZVPD

```
24
Properties=species:S:1:pos:R:3:forces:R:3:lowdin_charge:R:1
C 1.404276 -1.330093 -0.454230 1.467 0.255 -0.112 -0.036
C 1.904745 -0.086632 -0.394902 0.117 -0.117 -1.437 -0.185
C 1.265107 1.075536 -1.220594 1.108 -0.085 0.525 -0.293
C 2.222929 1.665597 -2.257409 0.033 -0.446 -0.461 -0.112
H 1.805791 -2.165797 0.130249 -0.069 0.336 -0.373 0.073
H 0.517676 -1.518786 -1.070307 0.591 -0.346 0.152 0.074
H 2.826713 0.153688 0.150826 -0.478 -0.167 -0.029 0.109
H 1.021154 1.911351 -0.536965 0.319 -0.522 -0.392 0.096
H 0.313223 0.689505 -1.633313 0.829 0.591 -0.304 0.106
H 3.238965 1.761390 -1.838969 -0.363 0.020 -0.202 0.072
H 1.885869 2.660409 -2.594074 0.124 -0.412 0.109 0.072
H 2.264218 0.993788 -3.131238 0.217 0.342 0.218 0.075
C -2.692999 -1.552140 2.538294 -0.240 -1.120 2.097 -0.015
C -2.112745 -1.251623 1.415431 -0.809 -1.043 -1.650 -0.254
C -2.046235 0.070337 0.805907 0.417 1.519 -0.193 -0.252
C -0.572816 0.347520 0.491390 -1.366 0.489 0.702 -0.163
H -2.645885 -2.612692 2.810734 -0.335 0.439 0.285 0.056
H -3.114107 -0.855771 3.272431 0.130 -0.125 -0.463 0.066
H -1.812848 -2.130249 0.829191 0.361 0.481 -0.038 0.112
H -2.461008 0.785478 1.542098 0.187 -0.064 -0.434 0.113
H -2.615801 0.188580 -0.135930 -0.022 -0.352 0.464 0.119
H -0.385769 1.375468 0.137910 -0.788 -0.785 0.647 0.063
H -0.212433 -0.359102 -0.275043 -1.409 1.073 1.347 -0.001
H 0.001980 0.184238 1.418513 -0.020 0.040 -0.458 0.105
```
Forces are in eV/Å.

- 2S+1: 1
- SMILES string: C=CCC.C=CCC
- ΔE to the lowest compared entry with this formula, charge and spin: 269.22 kJ/mol
- HOMO: -9.16 eV
- Orbital gap: 10.2 eV
- E_LUMO: 1.018 eV

=====

Entry 4:
Molecular formula: C13H20ClN3O2Re
Method: DFT, ωB97M-V/def2-TZVPD

```
40
Properties=species:S:1:pos:R:3:forces:R:3:mulliken_spin:R:1
Cl -2.010794 -1.388748 -0.722284 -0.416 0.401 0.417 0.598
C 1.179391 -1.977740 -2.875281 0.234 0.012 -1.217 -0.004
C 2.016920 -0.822468 -3.020398 -0.081 -0.351 -1.468 -0.034
C 1.173826 0.299735 -3.347512 -0.282 0.062 -0.723 0.111
H 3.105325 -0.827899 -3.049060 -0.288 0.039 0.371 0.001
C -0.185440 -0.171570 -3.463747 0.102 -0.412 -0.313 0.121
C -0.175239 -1.568509 -3.103824 -0.609 -0.009 -1.659 0.026
H -1.066502 -2.189877 -3.060168 0.411 0.053 -0.129 0.012
H 1.519066 -2.994079 -2.729785 0.014 0.098 0.144 0.002
H 1.481562 1.332668 -3.537572 0.052 -0.511 0.065 0.026
C -1.371434 0.633784 -3.916521 -0.005 -0.038 0.439 0.007
Re 0.615738 -0.522295 -1.363123 0.678 2.195 2.545 1.434
C 2.345386 0.079030 -0.713273 4.315 1.909 2.487 0.005
C 0.645244 -2.209028 -0.366581 -0.539 -4.803 3.673 0.070
O 3.374187 0.504209 -0.351376 -3.621 -1.657 -1.583 0.072
O 0.629067 -3.217401 0.230086 0.332 3.906 -2.644 0.051
H -1.307748 1.660568 -3.534331 -0.046 -0.193 -0.190 0.000
H -2.288640 0.169753 -3.538364 0.113 0.150 -0.194 0.001
H -1.410512 0.679460 -5.018415 0.107 -0.118 0.424 0.007
C -1.611953 2.687204 1.554953 -0.495 0.587 -0.181 -0.002
N -0.922298 1.547311 2.139256 0.597 -0.622 -0.703 0.226
C -0.733029 1.562025 3.582255 0.145 -0.095 0.882 -0.007
C -0.314870 0.618573 1.368713 -0.603 0.377 2.434 -0.101
N -0.203955 0.853022 0.073204 -0.425 -1.264 -1.545 0.319
N 0.156526 -0.546959 1.958546 -0.032 0.376 -0.307 0.020
C -0.771906 -1.433672 2.677814 -0.113 0.138 0.008 -0.003
C 1.561850 -0.719820 2.343065 0.373 -0.076 -0.318 0.005
H -2.069695 3.270518 2.364137 0.104 -0.239 -0.407 0.002
H -2.408775 2.358029 0.872119 0.153 0.028 0.190 0.005
H -0.916938 3.347672 1.012343 -0.120 -0.172 0.228 0.008
H -1.386387 0.839365 4.095151 0.118 0.224 -0.234 0.014
H 0.311799 1.325447 3.833912 -0.373 0.034 -0.125 0.011
H -0.965073 2.569750 3.956402 0.122 -0.472 -0.168 0.001
H -0.776191 1.634002 -0.232585 0.232 0.173 -0.158 -0.004
H -0.617270 -2.453067 2.304285 -0.108 0.163 0.135 0.000
H -0.562943 -1.424527 3.759361 -0.178 0.047 -0.307 0.002
H -1.807930 -1.144691 2.473672 0.200 -0.100 0.085 0.003
H 1.611063 -1.086173 3.378519 -0.003 0.280 -0.255 -0.002
H 2.025061 -1.489508 1.711558 0.133 0.180 0.245 -0.004
H 2.133510 0.215888 2.254849 -0.200 -0.297 0.057 0.003
```
Forces are in eV/Å.

- 2S+1: 4
- Total charge: +2
- ΔE to the lowest compared entry with this formula, charge and spin: 12.07 kJ/mol
- HOMO (alpha / beta): -14.68 / -16.10 eV
- Orbital gap (alpha / beta): 8.4 / 5.2 eV
- E_LUMO (alpha / beta): -6.257 / -10.952 eV

=====

Entry 5:
Molecular formula: C18H27ClORu
Method: DFT, ωB97M-V/def2-TZVPD

```
48
Properties=species:S:1:pos:R:3:forces:R:3:mulliken_spin:R:1
C -1.132312 4.280899 -1.250000 0.734 2.093 -0.004 -0.028
C -1.870381 4.720319 0.016375 -0.312 -0.724 0.858 0.065
C -0.019596 5.275159 -1.587675 0.358 -0.431 -0.045 0.009
C -2.106009 4.115512 -2.419403 -0.480 -1.289 -0.688 0.092
Cl -0.363619 2.635276 -0.936473 -0.656 0.521 -0.247 0.715
H -0.432775 6.264952 -1.811948 -0.193 -0.301 0.080 -0.001
H 0.542761 4.946458 -2.466592 0.000 0.093 0.121 0.002
H 0.661386 5.391988 -0.738762 -0.038 -0.022 -0.162 0.001
H -2.347448 5.693867 -0.136404 0.194 -0.143 -0.379 0.010
H -1.172290 4.824398 0.853988 -0.125 -0.041 -0.151 -0.005
H -2.653971 4.004104 0.280303 0.072 0.134 0.057 0.001
H -2.584100 5.067808 -2.672100 0.337 0.128 0.443 0.019
H -2.899198 3.407485 -2.161438 0.074 0.084 -0.127 0.001
H -1.579773 3.764121 -3.313155 -0.120 0.059 0.142 -0.006
C 2.034637 -0.876108 1.927045 1.486 0.691 0.465 0.202
C 2.816213 -0.113014 0.988094 0.647 0.117 1.792 -0.039
C 2.069303 1.077644 0.654225 0.124 0.711 1.250 -0.154
H 3.820682 -0.349995 0.650672 -0.283 0.057 0.128 0.014
C 0.852900 1.060003 1.449476 1.140 0.638 0.715 0.337
C 0.814554 -0.166804 2.177928 0.111 0.105 -0.827 0.051
H 0.001551 -0.516196 2.810485 0.215 0.141 -0.235 0.020
H 2.344583 -1.808012 2.390225 -0.131 0.232 -0.211 0.034
H 2.439286 1.876639 0.022112 -0.140 -0.041 0.252 0.010
H 0.099414 1.833576 1.485142 0.000 0.067 0.075 0.059
C 0.052644 -1.745381 -1.838796 0.586 0.812 0.479 0.071
C 1.356414 -2.269088 -1.540064 1.153 -0.090 -1.335 0.199
C 2.309548 -1.195375 -1.665902 0.068 -1.337 -1.524 -0.032
H 1.590838 -3.304133 -1.298087 -0.069 0.393 0.004 0.024
C 1.584119 0.003551 -2.019060 -0.433 -0.342 -1.280 -0.153
C 0.188141 -0.360992 -2.165327 0.581 -0.239 -1.360 0.329
H -0.620411 0.294351 -2.462923 0.087 -0.051 -0.018 0.039
H -0.870334 -2.313130 -1.805130 0.170 0.204 0.012 0.017
H 3.387893 -1.286484 -1.589817 -0.280 -0.010 -0.022 0.016
H 2.046352 0.956514 -2.244354 -0.187 -0.137 -0.079 0.011
Ru 1.078340 -0.585351 -0.092921 -4.672 -2.200 1.869 2.056
C -1.709173 -4.834538 1.399481 -0.207 0.304 0.220 0.002
C -0.828470 -4.773431 2.668869 0.267 -0.216 -0.367 0.002
C 0.002732 -3.495843 2.505741 0.037 0.422 0.178 0.003
O -0.108195 -3.025759 1.135926 -0.284 -0.377 0.264 -0.003
C -1.069084 -3.843069 0.426741 0.192 0.018 -0.374 0.003
H -1.747216 -5.841258 0.967345 -0.025 0.292 0.168 0.001
H -2.733277 -4.519012 1.630833 0.213 -0.141 -0.066 0.000
H -0.174227 -5.651509 2.708522 -0.131 0.213 0.076 0.000
H -1.428766 -4.747750 3.585119 0.201 -0.024 -0.251 0.001
H -0.382850 -2.701283 3.157583 0.066 -0.114 -0.038 0.000
H 1.069614 -3.633656 2.728599 -0.302 -0.112 -0.043 0.002
H -0.529576 -4.369642 -0.370189 -0.076 0.057 0.047 0.001
H -1.800855 -3.167810 -0.034310 0.031 -0.200 0.141 0.002
```
Forces are in eV/Å.

- 2S+1: 5
- Total charge: +2
- ΔE to the lowest compared entry with this formula, charge and spin: 153.83 kJ/mol
- HOMO (alpha / beta): -12.25 / -15.16 eV
- Orbital gap (alpha / beta): 6.3 / 2.3 eV
- E_LUMO (alpha / beta): -5.937 / -12.882 eV

=====

Entry 6:
Molecular formula: C2H8N4S
Method: DFT, ωB97M-V/def2-TZVPD

```
15
Properties=species:S:1:pos:R:3:forces:R:3:lowdin_charge:R:1
N 0.464654 -0.426585 -2.162026 2.078 1.912 -3.153 -0.072
N 1.142371 0.164067 -1.031500 0.737 -0.167 -3.777 -0.028
C 0.566975 -0.072879 0.025460 1.087 -0.308 2.657 -0.540
C -0.791293 -0.725568 0.083086 1.295 -0.595 -0.018 -0.538
S -1.970188 0.626068 -0.067667 -2.474 -2.204 -1.263 0.681
N 1.394732 0.287917 1.144328 1.300 1.552 -0.779 -0.123
N 0.648845 0.839338 2.161577 -5.275 0.814 1.872 -0.097
H -0.262845 0.304522 -2.478902 1.496 -1.380 0.290 0.088
H 1.310334 -0.404899 -2.922879 -3.100 0.039 2.018 0.135
H -0.946290 -1.247032 1.042319 0.054 -0.058 -0.631 0.077
H -0.828815 -1.351144 -0.890580 0.033 0.715 1.966 0.089
H -2.920057 -0.413592 -0.531719 1.054 2.363 0.828 -0.034
H 2.129455 1.116633 0.887503 -2.263 -3.105 0.046 0.183
H 0.455434 0.220156 3.036103 0.626 0.932 -2.398 0.106
H -0.393310 1.082997 1.704898 3.351 -0.510 2.343 0.073
```
Forces are in eV/Å.

- 2S+1: 1
- SMILES string: N/N=C(\CS)NN
- ΔE to the lowest compared entry with this formula, charge and spin: 272.57 kJ/mol
- HOMO: -8.47 eV
- Orbital gap: 8.8 eV
- E_LUMO: 0.372 eV